[1]
11
Properties=species:S:1:pos:R:3:mulliken_charge:R:1 method="wB97M-V/def2-TZVPD" e_lumo_ev=0.2413 charge=0 de_lowest_ev=4.335 total_energy_ev=-7762.19175 max_force_ha_per_bohr=0.085 homo_lumo_gap_ha=0.3307
C 2.251 0.298 -0.430 0.15
C 1.347 -0.455 -0.212 -0.40
C 0.169 -1.222 0.026 -0.61
C -1.040 -0.049 0.471 0.39
N -1.267 1.328 0.335 -0.39
O -1.859 -0.792 -0.047 -0.48
H 3.083 0.939 -0.585 0.39
H 0.177 -1.908 0.870 0.29
H -0.082 -1.829 -0.894 0.26
H -1.894 1.572 -0.432 0.22
H -0.912 2.092 0.886 0.19

---

[2]
12
Properties=species:S:1:pos:R:3:mulliken_charge:R:1 method="wB97M-V/def2-TZVPD" e_lumo_ev=4.0942 charge=-1 de_lowest_ev=3.397 total_energy_ev=-20063.50893 max_force_ha_per_bohr=0.082 homo_lumo_gap_ha=0.2827
C -1.360 -0.230 -0.739 -0.18
C -1.163 -0.364 0.718 -0.30
N -0.889 0.875 0.042 -0.40
N 0.889 1.080 -0.272 -0.38
O 1.623 -1.397 -0.369 -0.60
O 3.232 0.455 0.029 -0.58
S 1.958 -0.196 0.432 0.39
H -0.644 -0.737 -1.374 0.21
H -2.353 -0.110 -1.156 0.21
H -2.016 -0.326 1.389 0.22
H -0.342 -0.982 1.049 0.18
H 1.064 1.932 0.251 0.24

---

[3]
10
Properties=species:S:1:pos:R:3:mulliken_spin:R:1 method="wB97M-V/def2-TZVPD" e_lumo_ev="2.2284 / 2.0780" spin_multiplicity=8 charge=-1 s2=15.77 total_energy_ev=-30665.07114 max_force_ha_per_bohr=0.099 homo_lumo_gap_ha="0.1534 / 0.1476"
O 0.646 -1.752 0.154 0.00
O -1.964 -0.239 2.597 -0.04
C 0.662 -1.061 -0.938 0.00
O 1.368 0.940 -2.167 0.00
C 0.896 0.335 -1.034 0.02
C -0.229 0.696 -0.347 -0.01
C -1.050 0.970 0.616 -0.01
C -1.710 1.085 1.790 0.01
H 1.736 0.235 -2.717 0.00
Eu -0.354 -1.208 2.046 7.04

---

[4]
72
Properties=species:S:1:pos:R:3:mulliken_spin:R:1 method="wB97M-V/def2-TZVPD" e_lumo_ev="-12.3399 / -15.7989" spin_multiplicity=6 charge=+4 s2=8.82 de_lowest_ev=1.747 total_energy_ev=-67987.55409 max_force_ha_per_bohr=0.083 homo_lumo_gap_ha="0.2147 / 0.1895"
Ir 0.395 0.111 0.721 0.54
P -0.804 -0.706 2.486 0.15
P 1.208 2.064 1.505 0.12
P 2.181 -0.999 1.088 0.05
H -0.095 -2.930 -4.019 0.05
C 0.450 -3.393 -3.175 0.67
C -0.321 -4.524 -2.528 0.17
H -1.053 -4.867 -3.288 0.02
C -2.627 -0.640 2.434 0.02
C -0.317 0.008 4.087 0.00
C -0.574 -2.516 2.691 0.03
C 1.983 3.008 0.120 0.03
C 0.064 3.347 2.129 0.00
C 2.530 2.188 2.784 0.01
C 2.003 -2.703 0.426 0.08
C 2.750 -1.187 2.843 0.00
C 3.628 -0.230 0.266 0.03
H 1.523 -3.538 -3.412 -0.01
H 0.222 -5.486 -2.369 0.02
H -2.992 -0.828 1.420 0.00
H -2.995 0.335 2.766 0.00
H -3.047 -1.417 3.087 0.00
H -0.375 1.100 4.058 0.00
H 0.706 -0.273 4.353 0.00
H -1.000 -0.364 4.859 0.00
H -0.930 -3.034 1.788 0.00
H -1.185 -2.834 3.550 0.01
H 0.469 -2.798 2.873 0.00
H 2.456 3.901 0.570 0.01
H 1.197 3.307 -0.593 0.00
H 2.727 2.390 -0.406 -0.01
H 0.669 4.116 2.633 0.00
H -0.665 2.946 2.841 0.00
H -0.479 3.803 1.291 0.00
H 2.712 3.271 2.907 0.00
H 3.471 1.708 2.481 0.00
H 2.187 1.761 3.739 0.00
H 2.940 -3.277 0.569 0.00
H 1.758 -2.662 -0.647 0.00
H 1.163 -3.206 0.931 -0.01
H 3.718 -1.716 2.869 0.00
H 2.026 -1.756 3.439 0.00
H 2.889 -0.205 3.315 0.00
H 4.461 -0.946 0.213 0.00
H 3.976 0.669 0.795 0.01
H 3.345 0.054 -0.756 0.00
C -1.169 -1.458 -2.410 0.10
C 0.241 -1.248 -2.714 0.11
C 0.600 -0.462 -3.835 0.24
C -0.366 -0.041 -4.761 0.12
C -1.718 -0.266 -4.472 0.10
C -2.122 -0.906 -3.308 0.09
S -1.730 -2.513 -1.191 1.37
H -0.954 -4.149 -1.626 0.02
H 1.017 -1.588 -2.007 -0.08
H 1.665 -0.318 -4.048 0.00
H -0.099 0.430 -5.713 -0.01
H -2.502 0.025 -5.172 0.01
H -3.177 -1.139 -3.067 -0.02
N -3.852 3.657 -2.193 0.49
C -2.947 2.863 -1.542 0.13
C -1.824 2.326 -2.206 0.16
C -0.934 1.552 -1.479 -0.06
N -1.116 1.243 -0.173 0.25
C -2.133 1.846 0.464 -0.06
C -3.106 2.573 -0.172 0.15
H -3.784 3.907 -3.160 -0.02
H -4.631 4.050 -1.689 -0.02
H -1.614 2.579 -3.253 -0.01
H -0.034 1.153 -1.949 -0.05
H -2.138 1.782 1.556 -0.01
H -3.919 3.049 0.389 -0.01